Entry w
This record from the OMol25 dataset describes a single C4H7NS molecule. The level of theory is ωB97M-V/def2-TZVPD.

Structure (XYZ):
```
13
Properties=species:S:1:pos:R:3
C -0.643 -0.986 1.007
C 0.654 1.369 0.311
C -0.082 0.564 -0.802
C 0.152 -0.896 -0.301
H -0.356 -1.738 1.591
H -1.724 -1.292 0.767
H 1.739 1.231 0.560
H 0.468 2.386 0.179
H -1.081 0.818 -0.912
H -0.472 -0.621 -2.319
H 1.239 -1.037 -0.127
N 0.286 -0.526 -1.700
S -0.179 0.727 1.746
```

Values from the calculation:
E_HOMO, eV: -8.6
SMILES: C1SC[C@H]2N[C@H]12
Charge: 0
Kohn-Sham gap, eV: 9.54

Entry x
This record from the OMol25 dataset describes 2 unconnected molecules or ions with the total composition C4H7NS. The level of theory is ωB97M-V/def2-TZVPD.

Structure (XYZ):
```
13
Properties=species:S:1:pos:R:3
C 1.564 0.648 -0.577
C -1.265 -0.754 -0.202
C -2.451 -0.193 0.008
C 0.647 1.141 0.203
N -0.472 -1.673 -0.166
S 2.657 -0.602 -0.060
H 1.805 1.193 -1.411
H -2.469 0.615 0.634
H 2.253 -0.647 1.161
H -3.276 -0.465 -0.455
H 0.193 2.065 0.388
H 0.373 0.464 1.056
H 0.441 -1.792 -0.581
```

Values from the calculation:
E_HOMO, eV: -8.3
SMILES: C=C=N.C=CS
Charge: 0
Kohn-Sham gap, eV: 9.09

Which structure is the least stable? The one labeled entry w.

Entry w
This record from the OMol25 dataset describes 2 unconnected molecules or ions with the total composition C4H7NS. The level of theory is ωB97M-V/def2-TZVPD.

Structure (XYZ):
```
13
Properties=species:S:1:pos:R:3
C -1.318 -0.691 0.620
C 2.243 -0.091 -0.376
C 1.981 -1.498 0.088
C -2.730 1.371 -0.083
N -1.950 0.259 0.402
S 3.381 0.905 0.153
H 1.481 0.071 -1.233
H 1.359 -1.371 0.904
H 2.893 -2.071 0.377
H 1.532 -2.031 -0.643
H -2.454 2.256 0.662
H -3.756 1.224 0.201
H -2.662 1.667 -1.072
```

Values from the calculation:
E_HOMO, eV: -8.5
Charge: 0
Kohn-Sham gap, eV: 8.68

Entry x
This record from the OMol25 dataset describes 2 unconnected molecules or ions with the total composition C4H7NS. The level of theory is ωB97M-V/def2-TZVPD.

Structure (XYZ):
```
13
Properties=species:S:1:pos:R:3
C 1.093 -0.024 1.063
C -1.753 -0.933 -1.577
C 1.667 1.095 1.187
C -1.876 0.425 -1.026
N -2.969 -0.165 -1.285
S -4.497 -0.258 -1.486
H 0.212 -0.504 1.631
H 1.509 -0.915 0.582
H -1.543 -1.125 -2.634
H -1.530 -1.707 -0.826
H 2.407 1.309 0.484
H 1.217 1.914 1.781
H -1.163 1.161 -0.894
```

Values from the calculation:
E_HOMO, eV: -8.2
SMILES: [S-][N+]1=CC1.C=C
Charge: 0
Kohn-Sham gap, eV: 8.46

Which structure is the least stable? The one labeled entry x.

Entry w
This record from the OMol25 dataset describes 10 unconnected molecules or ions with the total composition C6H34N2O9. The level of theory is ωB97M-V/def2-TZVPD.

Structure (XYZ):
```
51
Properties=species:S:1:pos:R:3
C -0.037 -0.127 0.386
N 1.239 -0.047 -0.392
C 2.433 -0.630 0.366
C 3.660 -0.387 -0.421
C -1.133 0.040 -0.696
N -2.612 0.356 -0.313
C -2.859 0.344 1.174
C -2.827 1.805 -0.755
H -0.031 0.568 1.211
H -0.041 -1.056 0.969
H 1.134 -0.498 -1.206
H 2.377 -1.746 0.653
H 2.528 0.030 1.219
H 4.065 -1.277 -1.020
H 3.616 0.476 -1.144
H 4.571 -0.049 0.093
H -1.304 -1.037 -1.033
H -0.922 0.988 -1.253
H -4.027 0.523 1.267
H -2.269 1.186 1.642
H -2.729 -0.715 1.558
H -2.312 1.767 -1.751
H -3.864 1.890 -0.768
H -2.458 2.489 0.046
H 0.890 3.261 -1.850
H -0.133 4.319 -1.928
O 0.152 3.529 -2.406
H -1.216 -3.423 1.010
H -0.248 -3.205 -0.108
O -0.258 -3.298 0.847
H -0.175 -1.489 2.830
H -0.234 -2.796 3.526
O -0.599 -1.924 3.597
H -0.662 0.297 4.284
H 0.618 0.833 4.484
O -0.225 1.151 4.102
H 0.984 -1.867 -2.719
H 0.285 -0.707 -3.496
O 0.126 -1.586 -3.024
H -3.245 -1.962 -1.170
H -2.036 -2.399 -1.921
O -2.550 -2.687 -1.104
H -0.343 1.825 -3.673
H 0.962 1.330 -3.171
O 0.366 1.316 -3.974
H 2.280 1.919 -0.558
H 3.102 3.199 -1.141
O 2.357 2.617 -1.326
H 1.903 -0.597 2.698
H 2.185 -1.146 4.234
O 2.009 -0.299 3.642
```

Values from the calculation:
E_HOMO, eV: -8.8
SMILES: CCNCCN(C)C.O.O.O.O.O.O.O.O.O
Charge: 0
Kohn-Sham gap, eV: 8.97

Entry x
This record from the OMol25 dataset describes 10 unconnected molecules or ions with the total composition C6H34N2O9. The level of theory is ωB97M-V/def2-TZVPD.

Structure (XYZ):
```
51
Properties=species:S:1:pos:R:3
C 2.308 1.169 0.338
N 0.970 0.876 0.896
C 1.087 -0.166 1.923
C 0.251 0.131 3.179
N -1.175 0.202 2.923
C -1.853 -0.989 2.423
C -3.116 -0.751 1.608
C 2.156 2.264 -0.779
H 2.697 0.331 -0.240
H 2.886 1.578 1.156
H 0.383 0.538 0.139
H 2.116 -0.295 2.253
H 0.669 -1.117 1.592
H 0.390 -0.705 3.885
H 0.612 0.994 3.729
H -1.716 0.996 3.209
H -1.133 -1.388 1.721
H -2.008 -1.661 3.274
H -3.025 0.154 1.012
H -3.347 -1.629 1.006
H -3.952 -0.655 2.302
H 2.737 3.144 -0.486
H 2.633 1.788 -1.613
H 1.162 2.681 -0.934
H -0.199 -1.411 -3.736
H -1.614 -0.980 -4.312
O -0.845 -0.671 -3.828
H -1.584 2.113 1.155
H -2.830 3.032 1.111
O -1.994 2.845 0.668
H -1.024 0.032 -2.015
H -1.443 -0.808 -0.744
O -1.389 0.079 -1.114
H 0.178 -3.321 0.233
H -0.908 -2.951 -1.037
O -0.678 -3.343 -0.199
H 1.294 -2.992 -3.404
H 1.228 -1.907 -2.350
O 0.662 -2.524 -2.847
H 2.782 -3.719 -0.822
H 1.420 -4.233 -1.270
O 1.843 -3.670 -0.613
H 3.164 0.041 -2.931
H 1.725 0.390 -2.797
O 2.310 -0.381 -2.779
H 1.056 2.371 2.483
H 1.829 3.525 2.021
O 1.825 2.895 2.753
H -2.659 2.614 -1.095
H -1.702 1.926 -1.904
O -2.293 2.681 -2.002
```

Values from the calculation:
E_HOMO, eV: -8.2
SMILES: CCNCCNCC.O.O.O.O.O.O.O.O.O
Charge: 0
Kohn-Sham gap, eV: 7.99

Which structure is the least stable? The one labeled entry w.

Entry w
This record from the OMol25 dataset describes a gas-phase ion, C5H13N2 (charge +1). The level of theory is ωB97M-V/def2-TZVPD.

Structure (XYZ):
```
20
Properties=species:S:1:pos:R:3
C 2.501 1.543 -1.068
C 1.099 0.892 -1.158
C 0.519 0.508 0.222
C -0.632 -0.421 0.225
C -0.749 -1.463 1.059
N -1.886 -2.267 1.258
N -2.023 0.040 -0.196
H 2.931 1.854 -2.014
H 3.095 0.756 -0.592
H 2.473 2.377 -0.366
H 0.381 1.463 -1.750
H 1.265 -0.095 -1.564
H 0.246 1.403 0.810
H 1.311 0.099 0.850
H 0.182 -1.815 1.507
H -2.284 -2.287 2.199
H -1.558 -3.230 1.274
H -2.096 0.185 -1.205
H -2.647 -0.547 0.366
H -2.127 1.005 0.142
```

Values from the calculation:
E_HOMO, eV: -14.2
SMILES: CCC/C([NH3+])=C/N
Charge: +1
Kohn-Sham gap, eV: 10.61

Entry x
This record from the OMol25 dataset describes a molecular structure, C5H13N2. The level of theory is ωB97M-V/def2-TZVPD.

Structure (XYZ):
```
20
Properties=species:S:1:pos:R:3
C 0.629 0.813 -0.309
C -1.082 0.004 0.323
C 1.189 -0.552 0.166
C 0.896 2.028 0.574
C -2.011 -0.466 -0.715
N 1.628 -1.495 -0.683
N -0.132 -1.084 0.866
H 0.567 0.891 -1.444
H -1.109 0.783 1.086
H 1.822 -0.314 1.021
H 0.510 1.783 1.517
H 0.546 2.882 0.018
H 1.969 2.119 0.626
H -2.841 -1.177 -0.290
H -1.496 -0.980 -1.476
H -2.480 0.557 -1.000
H 2.296 -2.228 -0.381
H 1.450 -1.386 -1.722
H -0.295 -1.236 1.923
H -0.308 -1.959 0.443
```

Values from the calculation:
E_HOMO, eV: -13.4
Charge: +1
Kohn-Sham gap, eV: 10.43

Entry y
This record from the OMol25 dataset describes 2 unconnected molecules or ions with the total composition C5H13N2. The level of theory is ωB97M-V/def2-TZVPD.

Structure (XYZ):
```
20
Properties=species:S:1:pos:R:3
C -0.680 -0.558 -0.100
C -0.253 0.831 -0.258
C 0.818 -0.277 0.177
C 1.862 -0.424 -0.769
N 2.983 0.351 -0.574
C 1.139 -0.250 1.696
N -3.633 0.097 -0.386
H -0.784 -1.299 -0.888
H -1.318 -0.808 0.738
H -0.127 1.138 -1.285
H -0.541 1.539 0.503
H 2.128 -1.318 -1.338
H 3.746 -0.043 -1.128
H 2.842 1.300 -0.930
H 0.725 -1.138 2.173
H 2.228 -0.274 1.741
H 0.720 0.613 2.201
H -4.080 -0.746 -0.724
H -3.491 0.761 -1.124
H -4.285 0.506 0.276
```

Values from the calculation:
E_HOMO, eV: -13.0
Charge: +1
Kohn-Sham gap, eV: 6.95

Entry z
This record from the OMol25 dataset describes a gas-phase ion, C5H13N2 (charge +1). The level of theory is ωB97M-V/def2-TZVPD.

Structure (XYZ):
```
20
Properties=species:S:1:pos:R:3
C -1.158 -0.737 1.547
C 0.258 -0.352 1.043
C 0.198 0.669 -0.093
C -0.954 0.645 -0.928
C 1.856 -0.571 -1.612
N 1.659 0.570 -0.655
N -2.220 0.272 1.411
H -1.003 -1.084 2.575
H -1.481 -1.574 0.908
H 0.891 0.124 1.795
H 0.773 -1.295 0.826
H -1.354 -0.337 -1.208
H -1.254 1.536 -1.508
H 0.924 -0.716 -2.161
H 2.207 -1.439 -1.046
H 2.555 -0.446 -2.432
H 1.858 1.417 -1.194
H -2.068 1.111 1.979
H -2.097 0.562 0.401
H 0.412 1.647 0.350
```

Values from the calculation:
E_HOMO, eV: -14.1
Charge: +1
Kohn-Sham gap, eV: 6.42

Which structure is the least stable? The one labeled entry z.